[1]
DFT (ωB97M-V/def2-TZVPD) results for 3 unconnected molecules or ions with the total composition C6H14N2O3 at a distorted geometry.

As for the LUMO energy: 0.007 hartree. The calculation puts the gap between HOMO and LUMO at 9.7 eV. The value obtained for the largest force on an atom is 5.57 eV/Å. For the relative energy (zero: lowest compared OMol25 entry of this formula, charge and spin), the calculation gives 1287.9 kJ/mol. The energy comes out at -15558.205 eV. The HOMO energy is -9.48 eV.

Positions of all 25 atoms, in Å:
C 2.533 1.614 2.355
C 1.474 2.082 0.272
C -0.014 1.699 0.715
C -0.556 -0.662 -0.685
C -1.818 -1.267 -1.303
C -1.439 -1.366 -3.362
H 1.562 1.146 2.856
H 3.542 1.279 2.924
H 2.693 2.669 2.797
H 1.309 1.329 -0.674
H 1.883 3.174 -0.185
H -0.253 2.069 1.708
H -0.782 2.454 0.045
H 0.293 -0.559 -1.531
H -0.311 -1.656 -0.106
H -2.495 -0.460 -1.657
H -2.344 -1.971 -0.590
H -2.726 -1.189 -3.654
H -0.353 -1.935 -4.425
H -0.926 0.158 -2.807
N -0.519 0.378 0.515
N -0.529 -0.419 1.706
O 2.541 1.524 1.004
O -1.425 -2.247 -2.338
O -0.472 -1.630 1.558

Atomic forces in eV per Å
0.5 1.0 5.0
-0.4 -1.7 -3.7
-1.9 4.9 -1.9
3.6 -1.4 0.1
-1.9 -0.8 2.2
0.4 1.6 -3.8
2.2 0.8 -0.8
-2.2 -0.6 -2.0
-1.2 -0.7 -1.1
1.6 2.1 1.4
-2.1 -2.7 1.6
-0.1 -0.7 0.4
2.4 -1.9 1.5
-2.0 0.3 2.2
0.7 2.4 -1.3
0.0 -1.1 -0.1
0.4 1.3 -0.3
4.1 -0.3 -0.1
-3.4 1.9 2.6
-1.0 -3.6 -2.1
-0.5 -5.3 -0.5
1.1 -0.2 -0.7
0.2 -0.6 -1.2
0.3 3.2 1.1
-0.9 2.1 1.3

---

[2]
DFT (ωB97M-V/def2-TZVPD) results for a gas-phase ion, C2H6NS (charge +1) at a distorted geometry.

As for the LUMO energy: -0.218 hartree. The calculation puts the gap between HOMO and LUMO at 9.2 eV. The total charge is +1. The value obtained for the largest force on an atom is 4.78 eV/Å. For the relative energy (zero: lowest compared OMol25 entry of this formula, charge and spin), the calculation gives 150.7 kJ/mol. The energy comes out at -14487.153 eV. The HOMO energy is -15.10 eV.

Positions of all 10 atoms, in Å:
C 0.173 -0.707 0.866
C 0.664 1.621 -0.047
N -0.368 -0.536 -0.376
S 0.503 1.120 1.408
H -0.566 -1.074 1.653
H 1.148 -1.173 0.974
H 1.148 2.656 -0.257
H 0.500 0.831 -0.855
H 0.117 -0.816 -1.126
H -1.346 -0.497 -0.507

Atomic forces in eV per Å
-2.0 0.0 2.0
2.6 3.0 -2.7
-1.5 -1.4 1.8
0.4 -0.1 2.3
1.1 0.4 -1.1
-0.1 -0.1 -0.3
-1.4 -1.7 0.3
0.1 1.9 0.9
1.9 -1.8 -3.3
-1.0 -0.2 0.1

---

[3]
DFT (ωB97M-V/def2-TZVPD) results for 7 unconnected molecules or ions with the total composition H14O6S2 at a distorted geometry.

As for the LUMO energy: 0.003 hartree. The calculation puts the gap between HOMO and LUMO at 9.7 eV. The value obtained for the largest force on an atom is 8.15 eV/Å. As for the SMILES: SS.O.O.O.O.O.O. For the relative energy (zero: lowest compared OMol25 entry of this formula, charge and spin), the calculation gives 237.3 kJ/mol. The energy comes out at -34181.163 eV. The HOMO energy is -9.60 eV.

Positions of all 22 atoms, in Å:
S 4.689 0.912 -0.658
S 3.263 1.465 0.506
H 4.736 -0.415 -0.493
H 1.999 1.362 -0.091
H -1.510 -1.875 2.040
H -2.228 -3.168 2.566
O -1.744 -2.912 1.815
H 0.331 -2.892 -1.622
H -0.029 -2.655 -0.184
O 0.753 -2.790 -0.747
H 0.377 3.922 -0.261
H 1.358 4.291 -1.398
O 0.667 3.653 -1.101
H -0.619 -0.355 -0.563
H -0.713 -0.195 -2.033
O -1.234 -0.148 -1.188
H -3.769 0.875 -1.068
H -4.152 2.218 -1.419
O -4.234 1.607 -0.830
H 0.646 -0.181 2.270
H 1.110 -1.652 2.157
O 0.304 -1.068 2.300

Atomic forces in eV per Å
1.7 -0.5 -2.2
-2.9 0.9 2.3
-0.1 -0.2 0.2
1.3 -0.1 -0.3
-0.6 -4.0 -0.9
-1.0 -0.7 1.5
1.7 4.5 -0.7
0.5 0.0 0.5
0.3 -0.2 0.1
-0.9 0.2 -0.5
-0.5 0.8 1.7
-0.9 -0.7 0.6
1.4 0.0 -2.3
2.6 -0.9 2.9
-0.9 0.2 1.2
-1.7 0.8 -4.1
2.2 -3.1 -1.1
0.9 5.7 -5.7
-3.0 -2.6 6.9
0.3 0.6 0.0
-1.6 1.0 0.2
1.3 -1.4 -0.3

---

[4]
DFT (ωB97M-V/def2-TZVPD) results for 2 unconnected molecules or ions with the total composition C3H8O at a distorted geometry.

As for the LUMO energy: 0.026 hartree. The calculation puts the gap between HOMO and LUMO at 9.4 eV. The value obtained for the largest force on an atom is 2.65 eV/Å. For the relative energy (zero: lowest compared OMol25 entry of this formula, charge and spin), the calculation gives 364.7 kJ/mol. The energy comes out at -5284.371 eV. The HOMO energy is -8.64 eV.

Positions of all 12 atoms, in Å:
C 1.897 -0.698 0.145
C 0.961 0.541 0.182
C -2.380 0.028 0.212
O -3.155 0.078 -0.798
H 2.269 -0.675 -0.880
H 2.602 -0.436 0.968
H 1.264 -1.693 0.315
H 1.718 1.372 0.228
H 0.248 0.496 1.036
H 0.311 0.614 -0.687
H -2.452 1.088 0.637
H -3.282 -0.716 -1.357

Atomic forces in eV per Å
-2.4 -0.6 0.7
0.4 -0.1 0.6
0.8 -0.1 1.1
-1.5 0.8 -1.6
0.8 -0.5 0.4
0.0 -1.2 -0.9
1.7 2.0 -0.2
-1.4 -0.2 0.0
0.8 0.4 -0.3
0.2 0.1 -0.3
0.0 -0.7 -0.4
0.6 0.0 0.8

---

[5]
DFT (ωB97M-V/def2-TZVPD) results for 11 unconnected molecules or ions with the total composition C33H99O44P11 at a distorted geometry.

As for the LUMO energy: 0.011 hartree. The calculation puts the gap between HOMO and LUMO at 10.5 eV. The value obtained for the largest force on an atom is 4.13 eV/Å. As for the SMILES: COP(=O)(OC)OC.COP(=O)(OC)OC.COP(=O)(OC)OC.COP(=O)(OC)OC.COP(=O)(OC)OC.COP(=O)(OC)OC.COP(=O)(OC)OC.COP(=O)(OC)OC.COP(=O)(OC)OC.COP(=O)(OC)OC.COP(=O)(OC)OC. For the relative energy (zero: lowest compared OMol25 entry of this formula, charge and spin), the calculation gives 503.7 kJ/mol. The energy comes out at -228112.814 eV. The HOMO energy is -10.23 eV.

Positions of all 187 atoms, in Å:
C -4.835 0.160 -9.911
O -5.625 0.181 -8.696
P -7.229 0.057 -8.806
O -7.916 -0.100 -7.489
O -7.657 1.368 -9.694
C -8.971 1.478 -10.105
O -7.495 -1.133 -9.929
C -7.019 -2.431 -9.651
H -4.264 1.089 -9.922
H -5.447 0.099 -10.810
H -4.124 -0.662 -9.824
H -9.314 2.511 -10.159
H -9.697 0.923 -9.510
H -9.110 1.070 -11.106
H -5.966 -2.474 -9.930
H -7.745 -3.095 -10.119
H -7.038 -2.635 -8.580
C 5.165 7.961 -4.004
O 5.612 6.790 -4.707
P 5.588 6.812 -6.297
O 5.170 8.086 -6.924
O 4.577 5.569 -6.612
C 3.281 5.568 -6.031
O 7.061 6.308 -6.729
C 8.259 6.987 -6.317
H 4.590 8.674 -4.594
H 5.967 8.530 -3.533
H 4.565 7.556 -3.189
H 3.087 4.571 -5.634
H 2.508 5.710 -6.786
H 3.222 6.299 -5.224
H 8.896 6.225 -5.866
H 8.004 7.739 -5.571
H 8.788 7.516 -7.110
C 6.135 -6.370 8.871
O 4.865 -6.414 8.218
P 4.938 -6.972 6.710
O 3.652 -7.167 6.034
O 5.865 -8.289 6.748
C 5.331 -9.584 6.993
O 5.863 -5.877 5.890
C 6.601 -6.270 4.723
H 6.302 -5.296 8.954
H 7.005 -6.859 8.434
H 6.093 -6.845 9.852
H 5.823 -10.079 7.831
H 5.452 -10.334 6.211
H 4.329 -9.509 7.416
H 7.292 -7.106 4.821
H 7.235 -5.424 4.457
H 5.922 -6.507 3.903
C 4.549 -1.471 -8.302
O 5.799 -0.907 -8.675
P 6.683 -1.608 -9.833
O 6.963 -3.049 -9.731
O 5.856 -1.196 -11.185
C 5.528 0.172 -11.419
O 7.981 -0.645 -10.039
C 8.746 -0.822 -11.253
H 4.587 -2.558 -8.241
H 3.705 -1.228 -8.947
H 4.364 -1.196 -7.263
H 6.014 0.625 -12.284
H 5.779 0.700 -10.499
H 4.463 0.300 -11.615
H 9.823 -0.778 -11.095
H 8.399 -0.063 -11.954
H 8.551 -1.782 -11.731
C -6.159 -1.285 11.072
O -4.754 -1.303 10.692
P -4.356 -1.437 9.147
O -5.040 -0.468 8.270
O -2.752 -1.202 9.161
C -1.939 -2.021 9.944
O -4.536 -3.033 8.908
C -5.798 -3.661 8.762
H -6.665 -0.787 10.244
H -6.335 -0.872 12.065
H -6.513 -2.316 11.081
H -2.504 -2.781 10.483
H -1.311 -1.431 10.612
H -1.097 -2.457 9.406
H -6.598 -2.954 8.542
H -5.971 -4.203 9.691
H -5.740 -4.415 7.977
C -0.884 5.681 8.604
O -1.947 6.264 9.356
P -1.696 7.203 10.689
O -0.618 8.192 10.449
O -3.111 7.972 11.062
C -3.323 8.414 12.393
O -1.445 6.136 11.885
C -0.118 5.509 11.845
H 0.084 6.080 8.908
H -1.007 5.976 7.562
H -0.885 4.592 8.666
H -4.142 7.871 12.865
H -3.522 9.484 12.338
H -2.446 8.318 13.032
H -0.371 4.524 11.454
H 0.414 5.379 12.787
H 0.579 6.040 11.197
C 7.161 1.824 5.332
O 7.141 1.980 6.798
P 6.983 3.480 7.352
O 6.372 4.477 6.437
O 6.156 3.296 8.714
C 6.535 2.239 9.614
O 8.505 3.908 7.793
C 8.794 5.292 8.063
H 6.791 2.710 4.816
H 6.545 0.978 5.028
H 8.200 1.704 5.024
H 7.583 1.992 9.440
H 5.915 1.355 9.467
H 6.488 2.502 10.671
H 9.245 5.458 9.041
H 7.925 5.928 7.895
H 9.478 5.629 7.284
C -4.732 5.991 -3.690
O -4.715 7.268 -3.136
P -4.324 7.512 -1.558
O -2.937 7.059 -1.210
O -4.617 9.115 -1.354
C -5.978 9.629 -1.618
O -5.620 6.854 -0.756
C -5.796 5.520 -0.439
H -4.035 5.754 -4.494
H -5.700 5.887 -4.180
H -4.733 5.192 -2.948
H -6.679 8.871 -1.966
H -5.929 10.483 -2.295
H -6.375 10.076 -0.707
H -5.934 5.441 0.639
H -4.927 4.945 -0.759
H -6.635 5.012 -0.915
C 0.719 1.513 0.865
O 1.264 0.323 0.341
P 0.326 -0.904 -0.129
O 1.082 -2.096 -0.603
O -0.568 -1.245 1.147
C -0.025 -1.625 2.402
O -0.705 -0.357 -1.266
C -1.669 -1.211 -1.826
H 0.904 2.323 0.159
H 1.039 1.849 1.852
H -0.360 1.428 0.992
H -0.230 -0.724 2.981
H 1.055 -1.766 2.374
H -0.557 -2.515 2.738
H -1.569 -2.274 -1.608
H -1.614 -1.201 -2.915
H -2.673 -1.098 -1.418
C -6.750 -2.509 1.050
O -7.111 -3.774 1.556
P -6.570 -5.172 0.853
O -7.253 -6.405 1.400
O -6.579 -4.845 -0.784
C -7.702 -5.187 -1.578
O -5.041 -5.178 1.200
C -4.268 -6.173 0.587
H -7.028 -1.778 1.810
H -7.308 -2.312 0.135
H -5.699 -2.365 0.801
H -8.249 -6.052 -1.204
H -7.240 -5.494 -2.517
H -8.293 -4.311 -1.845
H -3.205 -5.949 0.675
H -4.517 -6.414 -0.447
H -4.461 -7.058 1.193
C 0.520 -7.663 -6.278
O 0.367 -8.384 -7.488
P -0.468 -7.838 -8.727
O -0.819 -6.398 -8.639
O -1.655 -8.893 -8.868
C -2.653 -9.052 -7.950
O 0.512 -8.127 -10.011
C 1.596 -7.271 -10.286
H 0.321 -8.365 -5.468
H -0.236 -6.883 -6.189
H 1.529 -7.314 -6.058
H -2.248 -9.075 -6.938
H -3.124 -9.993 -8.234
H -3.356 -8.233 -8.103
H 2.265 -7.900 -10.873
H 2.001 -7.002 -9.310
H 1.275 -6.320 -10.709

Atomic forces in eV per Å
0.3 0.4 0.4
-1.4 -0.2 -0.4
-0.6 0.0 -0.1
1.2 0.1 -2.1
1.9 -1.4 1.5
-2.2 -0.2 -1.1
0.0 2.4 1.2
-0.1 -0.1 0.9
-0.1 0.0 -0.1
0.0 -0.1 0.1
-0.2 -0.1 -0.2
0.4 0.1 0.3
0.2 0.0 0.5
0.3 0.0 -0.2
-0.2 -0.6 -0.6
0.7 -0.3 -0.3
-0.2 0.0 0.2
-0.4 0.0 1.1
0.3 0.9 -0.2
-0.4 -0.1 -1.2
0.4 -0.8 0.7
2.0 0.7 -0.3
-0.2 -0.3 0.2
-1.4 -0.3 -0.2
-0.4 0.1 0.8
0.0 -0.4 -0.3
0.4 -0.3 -0.3
-0.2 0.2 0.0
0.3 0.0 0.2
0.2 0.5 -0.1
-0.3 0.0 -0.1
0.1 0.2 -0.1
0.1 0.0 0.2
-0.4 -0.4 -0.4
0.5 1.0 1.2
0.4 -1.3 -1.7
0.1 0.6 -1.8
0.2 -0.1 0.8
0.3 0.5 -0.2
-0.5 -0.7 1.6
-0.1 -1.6 1.6
0.1 0.2 -0.5
0.6 -0.2 0.4
-0.4 0.1 -0.9
-0.6 0.2 0.1
0.8 0.5 0.2
-0.3 0.8 -0.6
-0.4 0.0 -0.8
-0.3 -0.2 0.7
-0.3 0.1 0.0
-0.1 0.1 0.0
-0.3 -1.1 0.9
1.4 -0.1 -0.9
-0.1 0.8 -1.6
-0.5 1.0 0.0
0.1 -1.0 0.2
-0.2 0.4 0.8
-0.6 -0.7 1.1
-0.6 -0.3 -0.5
0.3 -0.2 -0.4
0.3 0.5 -0.1
-0.1 0.5 -0.2
0.5 -0.4 0.1
-0.1 0.6 -0.3
-0.1 -0.4 0.2
-0.2 0.3 0.5
0.3 0.1 0.0
-0.1 -0.2 0.2
0.4 -0.7 -1.2
0.0 0.2 0.6
0.4 0.4 0.2
0.3 -1.2 0.4
-2.2 -0.2 -0.6
1.7 -0.6 1.0
1.0 1.5 -0.5
-0.2 -0.5 0.2
-0.4 0.4 0.5
0.5 0.4 -0.3
0.0 -0.1 0.1
0.2 0.0 0.0
-0.8 0.5 0.6
-0.6 -0.5 -0.9
0.0 0.0 0.0
-0.4 0.1 0.0
0.1 0.2 -0.2
0.5 0.6 -0.3
-1.0 1.0 1.9
0.1 0.8 -1.0
-0.5 -1.1 0.5
1.7 -2.4 -1.2
0.3 0.6 0.6
0.6 1.2 -0.1
-0.5 -0.7 -0.7
0.0 -0.1 0.1
-0.2 -0.1 0.0
-0.2 0.1 0.3
-0.1 0.0 -0.2
-0.3 -0.1 0.0
0.1 -0.2 -0.1
0.6 -0.1 -0.1
-0.8 0.4 0.4
-0.3 0.1 -0.1
0.4 0.3 0.1
-0.2 0.9 -0.6
0.3 1.2 -0.2
0.5 -1.1 0.9
0.4 -0.1 -0.2
0.7 -0.4 0.0
-1.3 -0.8 0.1
-0.1 0.5 -1.0
-0.2 0.1 0.4
0.2 -0.1 0.4
-0.1 -0.3 0.1
0.0 -0.3 0.0
0.0 0.1 -0.2
-0.4 0.7 -0.2
-0.2 -0.4 0.0
-0.2 -0.2 0.4
0.3 -0.1 0.1
-1.5 -1.6 -0.6
0.8 1.5 1.7
0.1 0.2 -0.2
-2.7 0.7 -0.3
-0.8 -2.1 -0.7
0.4 0.3 0.5
1.2 2.4 -1.3
0.7 -1.7 0.5
0.7 0.6 0.4
-0.2 0.0 0.0
0.4 0.0 0.1
0.3 0.0 -0.1
0.4 -0.4 -0.4
0.2 -0.4 0.3
0.1 -0.1 0.0
0.2 -0.2 0.4
-0.4 0.6 -0.3
-1.4 1.1 -0.2
-0.4 -1.2 -0.5
0.8 -1.8 -0.7
-0.5 1.7 0.6
-0.6 0.4 -1.7
0.1 0.9 0.1
1.1 0.5 1.9
-0.8 -1.9 -0.3
0.0 0.0 0.0
0.9 -0.7 0.0
-0.2 -0.1 -0.2
0.0 -0.5 0.9
-0.1 -0.3 -0.1
0.2 0.2 0.1
1.0 -0.1 0.3
-0.2 0.7 0.1
-0.1 1.1 -0.2
-0.2 0.8 -0.5
0.8 -2.6 -0.7
-2.2 -0.1 0.9
0.8 2.6 -1.8
0.2 -0.4 3.0
0.5 -0.5 -1.3
-0.1 1.7 -0.7
0.8 -1.8 0.6
0.0 -0.1 -0.1
-0.1 0.1 0.0
0.2 -0.4 0.3
-0.2 0.4 0.3
-0.2 -0.2 -0.2
-0.3 -0.1 0.6
-0.2 0.4 -0.1
-0.2 0.4 0.0
0.3 -0.4 -0.3
-0.6 -0.3 1.3
0.2 -0.1 -0.4
1.0 1.3 -1.3
-0.1 -1.3 0.3
3.3 0.7 -2.4
-1.3 0.0 0.6
-3.0 -1.3 1.3
0.1 0.3 1.2
-0.1 -0.2 0.0
0.3 0.3 -0.2
0.0 0.2 -0.8
-0.3 -0.1 0.2
-0.2 0.0 0.5
-0.3 0.0 0.5
0.2 0.7 -0.1
0.8 0.0 -0.1
0.0 -0.3 -0.6

---

[6]
DFT (ωB97M-V/def2-TZVPD) results for a single C5H8N2 molecule.

As for the LUMO energy (spin up / spin down): 0.024 / 0.024 hartree. The calculation puts the gap between HOMO and LUMO (spin up / spin down) at 7.5 / 7.5 eV. The value obtained for the largest force on an atom is 0.47 eV/Å. For the relative energy (zero: lowest compared OMol25 entry of this formula, charge and spin), the calculation gives 267.4 kJ/mol. The energy comes out at -8292.225 eV. The HOMO energy (spin up / spin down) is -6.90 / -6.90 eV.

Positions of all 15 atoms, in Å:
C 1.661 -1.668 -1.249
N 0.978 -1.016 -0.346
C 0.177 0.171 -0.752
C -0.563 0.480 0.522
C -1.531 1.603 0.695
C -0.072 -0.392 1.421
N 0.871 -1.298 0.941
H -0.380 -0.136 -1.639
H 1.384 -1.512 -2.280
H 2.348 -2.445 -0.958
H 0.855 0.979 -1.057
H -1.863 1.670 1.737
H -2.423 1.476 0.069
H -1.090 2.576 0.431
H -0.353 -0.486 2.466

Atomic forces in eV per Å
-0.1 -0.2 0.1
0.1 -0.2 -0.2
-0.1 0.0 0.0
0.1 -0.2 0.0
-0.1 0.0 0.0
-0.1 0.2 0.0
0.1 0.2 -0.2
-0.4 0.3 0.2
0.3 0.3 0.0
-0.2 -0.1 0.1
0.0 -0.2 0.1
0.1 -0.1 -0.2
0.1 0.0 0.1
0.0 -0.2 0.0
0.1 0.1 -0.2